[1]
75
Properties=species:S:1:pos:R:3:mulliken_charge:R:1 method="wB97M-V/def2-TZVPD" lumo_ha=-0.2057 e_tot_ev=-114967.08723 e_homo_ha=-0.2652 homo_lumo_gap_ev=1.62 charge=+1 largest_force_ev_per_a=6.18
O -0.192 -4.226 -0.049 -0.3865
C -1.112 -4.672 0.594 -0.1363
C -2.627 -4.486 0.273 -0.8538
C -3.164 -3.037 0.539 0.1860
C -2.789 -1.992 -0.636 -1.3827
C -1.552 -1.142 -0.110 2.1017
O -0.969 -0.380 -1.107 -0.5392
C 0.328 -0.109 -0.655 -0.4139
O 0.678 1.014 -0.616 -0.0703
C 1.343 -1.206 -0.232 1.8373
C 1.650 -1.338 1.218 3.0111
C 2.599 -2.392 1.601 -0.5541
C 3.149 -3.254 0.573 -0.7520
C 2.847 -3.126 -0.843 -1.2572
C 1.918 -2.072 -1.240 -0.7471
C -2.067 -0.259 1.091 -0.9491
N -2.993 -0.981 2.006 -0.1826
C -2.821 -2.491 1.975 1.4612
O -3.551 -3.164 3.025 -0.7939
H -0.852 -5.321 1.489 0.3696
H -3.229 -5.211 0.877 0.4625
H -2.782 -4.770 -0.804 0.4544
H -4.295 -3.109 0.502 0.4757
H -2.462 -2.570 -1.531 0.4123
H -3.677 -1.351 -0.863 0.2422
H -0.838 -1.909 0.300 -1.4524
H 1.178 -0.662 2.035 -1.5218
H 2.879 -2.504 2.680 0.3010
H 3.850 -4.063 0.867 0.4816
H 3.259 -3.791 -1.628 0.5074
H 1.614 -1.895 -2.315 0.6666
H -1.198 0.188 1.671 -0.2910
H -2.625 0.628 0.677 0.4821
H -2.796 -0.634 2.981 0.5828
H -3.976 -0.710 1.773 0.5789
H -1.674 -2.692 2.198 -0.3883
H -3.983 -4.003 2.674 0.4252
O -5.897 -4.127 2.156 -0.8807
H -6.753 -4.258 2.561 0.1469
Na -4.663 -1.682 3.431 0.9142
Cl 0.972 1.313 2.320 -0.4542
Al 0.189 -2.255 2.239 -1.6669
C 0.368 4.931 -3.666 -0.8098
C 0.212 3.654 -3.313 0.2238
C 0.858 2.549 -4.082 1.2199
O 0.707 1.372 -3.704 -0.8606
C 1.642 2.887 -5.243 -0.7587
C 1.804 4.170 -5.608 0.2286
C 1.183 5.285 -4.827 1.0513
O 1.364 6.430 -5.177 -0.5807
O 2.519 4.503 -6.674 -0.5389
O -0.535 3.305 -2.242 -0.6253
H -0.092 5.741 -3.116 0.4340
H 2.088 2.073 -5.796 0.3124
H 2.486 5.479 -6.719 0.3660
H -0.488 2.334 -2.191 0.1665
F 4.154 2.654 0.148 -0.3086
P 4.539 1.111 -0.122 0.6267
F 3.473 1.463 -1.331 -0.1493
F 4.222 0.859 1.457 -0.3254
F 3.820 -0.363 -0.098 -0.0087
F 6.040 1.502 0.353 -0.3278
F 5.472 0.498 -1.307 -0.3374
O -0.144 2.414 4.566 -0.3722
C -1.123 2.922 3.958 0.4165
C -1.860 4.069 4.977 -0.3032
O -2.848 4.555 4.356 -0.4470
H -1.938 2.239 3.651 -0.1380
H -0.912 3.463 3.024 0.2806
H -1.044 4.751 5.264 0.2872
H -2.061 3.525 5.916 0.2645
O 4.289 3.860 -4.019 -0.8086
H 3.906 3.234 -3.402 0.1856
K 2.548 -2.995 4.611 1.3253
Li 2.433 0.227 -3.335 0.8844

=====

[2]
59
Properties=species:S:1:pos:R:3:mulliken_charge:R:1 method="wB97M-V/def2-TZVPD" lumo_ha=-0.0443 e_tot_ev=-40995.26664 e_homo_ha=-0.3554 homo_lumo_gap_ev=8.46 largest_force_ev_per_a=0.86 smiles="CCOCCCCCc1cc(B(O)CC)cc2c1C(=O)C=CC2=O.O=C1OC[C@@H](F)O1"
C 3.167 -2.177 1.056 -1.0395
C 4.179 -1.408 1.901 -0.2731
O 4.662 -0.287 1.190 -0.4000
C 5.155 0.771 1.999 -0.6260
C 4.637 2.130 1.538 -0.5915
C 3.512 2.753 2.392 -0.8900
C 2.105 2.548 1.821 -0.6978
C 1.815 1.060 1.659 -0.3255
C 0.391 0.752 1.272 0.1275
C -0.598 0.669 2.265 -0.3295
C -1.940 0.361 1.992 -0.1582
B -2.928 0.280 3.225 0.4053
O -2.378 -0.131 4.421 -0.5582
C -4.449 0.681 3.264 -0.3553
C -5.254 0.493 1.968 -1.2393
C -2.274 0.129 0.652 -1.2524
C -1.314 0.213 -0.353 0.3159
C 0.021 0.534 -0.060 0.5792
C 0.955 0.619 -1.215 0.4713
O 1.881 1.383 -1.288 -0.5285
C 0.642 -0.294 -2.345 -0.8959
C -0.620 -0.628 -2.596 -0.5012
C -1.702 -0.066 -1.758 0.2498
O -2.803 0.159 -2.191 -0.5708
H 3.609 -3.087 0.657 0.3612
H 2.319 -2.496 1.657 0.2954
H 2.795 -1.588 0.222 0.1279
H 3.710 -1.119 2.842 0.2336
H 5.018 -2.072 2.123 0.5117
H 6.243 0.776 1.889 0.3624
H 4.958 0.610 3.060 0.3245
H 5.477 2.821 1.538 0.4183
H 4.307 2.077 0.502 0.3294
H 3.553 2.328 3.398 0.4347
H 3.696 3.819 2.514 0.4063
H 1.402 3.022 2.505 0.3821
H 2.063 3.036 0.850 0.3293
H 2.464 0.687 0.877 -0.1751
H 2.068 0.536 2.580 0.6066
H -0.305 0.838 3.293 0.7063
H -1.732 -0.833 4.301 0.3127
H -4.519 1.732 3.561 0.3258
H -4.938 0.105 4.048 0.2643
H -6.289 0.788 2.111 0.3699
H -4.871 1.131 1.174 0.3359
H -5.193 -0.535 1.618 0.3262
H -3.278 -0.141 0.365 0.5969
H 1.468 -0.652 -2.941 0.4620
H -0.850 -1.275 -3.429 0.4306
C -2.512 -1.376 -6.668 -0.4231
C -3.616 -1.615 -5.665 0.4967
O -3.911 -2.988 -5.859 -0.3285
C -2.773 -3.591 -6.309 0.6495
O -2.590 -4.759 -6.332 -0.4924
O -1.874 -2.657 -6.715 -0.3337
F -4.718 -0.878 -5.939 -0.2946
H -2.912 -1.130 -7.652 0.2955
H -1.810 -0.605 -6.360 0.2908
H -3.323 -1.449 -4.626 0.1452

=====

[3]
59
Properties=species:S:1:pos:R:3:mulliken_charge:R:1 method="wB97M-V/def2-TZVPD" lumo_ha=0.0187 e_tot_ev=-50499.53087 e_homo_ha=-0.2995 homo_lumo_gap_ev=8.66 largest_force_ev_per_a=1.94 smiles="Oc1cc2c(c(Cl)c1O)CCNC[C@@H]2c1ccccc1.CNC(=O)[C@H](CO)NC(C)=O" de_lowest_kj_mol=0.0
O -7.299 2.440 0.318 -0.6239
O -3.813 2.277 -1.433 -0.7189
Cl 1.069 2.563 -2.899 -0.3518
O -0.370 -0.549 0.840 -0.6531
O -0.877 1.220 -1.240 -0.5536
O -2.178 1.771 1.080 -0.5795
C -7.035 1.617 1.181 0.6496
C -4.498 1.493 -0.785 0.2709
C 4.774 -3.635 2.848 -0.3555
C 5.015 -2.296 3.168 -0.7760
C 4.414 -3.984 1.545 -0.8270
C 4.913 -1.309 2.182 0.0325
C 4.301 -2.995 0.563 -0.0048
C 1.956 -0.563 0.273 -0.9134
C 1.467 1.369 -1.675 0.8446
C 0.658 -0.113 0.052 -0.3690
C 0.407 0.820 -0.954 0.5564
C 2.798 0.976 -1.404 0.0651
C 4.566 -1.643 0.863 -0.3480
C 3.053 -0.052 -0.457 0.3109
N -5.084 0.487 -1.449 -0.1238
N 5.657 -0.038 -2.392 -0.3734
N -5.801 1.172 1.417 -0.1282
C -8.137 1.032 2.033 -1.2367
C -5.836 -0.662 -0.947 -0.7662
C 3.943 1.690 -2.100 -1.2550
C 4.484 -0.552 -0.202 0.8446
C 4.668 0.791 -3.091 -0.6771
C 5.164 -1.087 -1.486 -1.2104
C -3.363 1.086 1.419 -0.5195
C -4.597 1.693 0.747 0.1264
H -1.045 0.161 0.847 0.3080
H -0.861 1.837 -1.997 0.2085
H -2.096 1.839 0.111 0.2552
H 4.862 -4.402 3.613 0.3770
H 5.287 -2.021 4.183 0.3796
H 4.216 -5.022 1.295 0.3792
H 5.108 -0.273 2.445 0.3863
H 4.000 -3.292 -0.436 0.3321
H 2.079 -1.306 1.054 0.4074
H -4.951 0.541 -2.448 0.2937
H 6.321 -0.433 -3.059 0.2381
H -5.684 0.496 2.152 0.2803
H -9.098 1.349 1.628 0.3174
H -8.078 -0.054 2.018 0.3504
H -8.035 1.399 3.053 0.3577
H -5.871 -1.437 -1.715 0.3540
H -5.359 -1.077 -0.058 0.2526
H -6.860 -0.360 -0.718 0.2086
H 3.588 2.569 -2.640 0.4954
H 4.653 2.062 -1.355 0.3413
H 5.077 0.297 0.151 0.4761
H 3.955 0.173 -3.648 0.3876
H 5.195 1.423 -3.814 0.4334
H 4.475 -1.743 -2.028 0.3875
H 6.033 -1.689 -1.196 0.4386
H -3.482 1.137 2.502 0.4077
H -3.275 0.038 1.128 0.3558
H -4.571 2.770 0.920 0.2543